## A
2 unconnected molecules or ions with the total composition C9H14O, computed with ωB97M-V/def2-TZVPD.

XYZ file:
```
24
Properties=species:S:1:pos:R:3
C -0.426 0.258 3.332
C -1.864 0.285 2.771
H -0.351 -0.460 4.140
H 0.217 -0.082 2.529
H -0.049 1.247 3.626
H -2.051 1.169 2.159
H -1.948 -0.525 2.037
H -2.586 0.074 3.552
C -0.764 -1.810 -2.736
C -0.013 -0.740 -2.006
C 0.507 -1.008 -0.744
C 0.247 0.489 -2.598
C 1.355 -0.070 -0.054
C 0.942 1.514 -1.851
C 1.519 1.181 -0.641
O 2.259 2.176 -0.011
H -1.792 -1.955 -2.379
H -0.241 -2.763 -2.644
H 0.282 -1.990 -0.323
H -0.171 0.741 -3.570
H 1.950 -0.357 0.805
H 1.179 2.461 -2.336
H 2.681 1.785 0.756
H -0.882 -1.620 -3.813
```

Properties
HOMO energy (spin up / spin down)   0.7498 / -3.4410 eV
Charge   -1
Multiplicity   2
⟨S²⟩   0.7616

Atomic partial charges in e from the Löwdin method, atoms 1 to 4: atom 1 (C): -0.166, atom 2 (C): -0.170, atom 3 (H): 0.048, atom 4 (H): 0.030


## B
2 unconnected molecules or ions with the total composition C9H14O, computed with ωB97M-V/def2-TZVPD.

XYZ file:
```
24
Properties=species:S:1:pos:R:3
C -2.572 -0.531 -2.441
C -3.702 -0.583 -1.396
H -1.622 -0.346 -1.941
H -2.452 -1.467 -2.982
H -2.835 0.267 -3.141
H -4.621 -0.981 -1.809
H -3.912 0.448 -1.080
H -3.347 -1.055 -0.477
C 0.836 -2.001 -1.272
C 2.224 0.920 0.769
C 2.110 -0.288 0.021
C 1.075 1.329 1.454
C 0.930 -0.964 -0.193
C -0.119 0.652 1.311
C -0.254 -0.470 0.429
O 1.167 2.386 2.347
H 3.135 1.463 0.967
H 3.030 -0.669 -0.414
H 0.580 2.154 3.083
H -1.006 1.205 1.619
H 0.487 -2.948 -0.821
H 1.676 -2.185 -1.946
H -1.211 -0.958 0.291
H 0.038 -1.758 -1.993
```

Properties
HOMO energy (spin up / spin down)   0.7473 / -3.5235 eV
Charge   -1
Multiplicity   2
⟨S²⟩   0.7602

Atomic partial charges in e from the Löwdin method, atoms 1 to 4: atom 1 (C): -0.175, atom 2 (C): -0.172, atom 3 (H): 0.031, atom 4 (H): 0.053


It turns out A is the most stable, with the second structure 21.9 kJ/mol higher.


## A
A single C4H5Cl2FS molecule, computed with ωB97M-V/def2-TZVPD.

XYZ file:
```
13
Properties=species:S:1:pos:R:3
F -1.692 0.346 1.180
C -0.434 -0.216 0.732
C -0.912 -1.147 -0.312
Cl -2.536 -0.820 -1.049
C 0.292 1.046 0.161
Cl -0.592 2.126 -0.910
C 1.666 0.684 -0.385
S 2.312 -0.930 -0.624
H 0.344 -0.508 1.675
H -0.246 -1.581 -1.070
H -1.016 -2.118 0.269
H 0.540 1.519 1.170
H 2.273 1.598 -0.835
```

Properties
HOMO energy   -9.4610 eV
Multiplicity   1
SMILES string   F[C@@H](CCl)[C@H](Cl)C=S

Atomic partial charges in e from the Löwdin method, atoms 1 to 4: atom 1 (F): -0.134, atom 2 (C): -0.408, atom 3 (C): -0.575, atom 4 (Cl): 0.566


## B
A single C4H5Cl2FS molecule, computed with ωB97M-V/def2-TZVPD.

XYZ file:
```
13
Properties=species:S:1:pos:R:3
C 0.361 2.567 0.915
S 0.546 1.639 -0.517
C 0.668 -0.050 -0.174
C 1.973 -0.426 -0.122
F 2.514 -1.586 0.215
C -0.448 -0.971 0.130
Cl -1.521 -0.272 1.297
Cl -1.411 -1.228 -1.408
H -0.385 3.559 0.606
H 1.354 2.946 1.531
H -0.242 1.896 1.608
H 2.630 0.408 -0.377
H -0.203 -1.978 0.384
```

Properties
HOMO energy   -9.0765 eV
Multiplicity   1
SMILES string   CS/C(=C/F)C(Cl)Cl

Atomic partial charges in e from the Löwdin method, atoms 1 to 4: atom 1 (C): -0.512, atom 2 (S): 0.829, atom 3 (C): -0.690, atom 4 (C): -0.167


It turns out B is the most stable, with the second structure 62.6 kJ/mol higher.